{
  "formula": "C26H52Br2O8",
  "method": "ωB97M-V/def2-TZVPD",
  "homo_energy_ev": -9.4,
  "relative_energy_ev": 0.457,
  "lumo_ev": 0.23,
  "homo_lumo_gap_ev": 9.6541,
  "energy_ha": -6771.72463,
  "fmax_ha_per_bohr": 0.064,
  "symbols": ["C", "C", "C", "O", "H", "H", "H", "H", "H", "H", "C", "C", "C", "O", "H", "H", "H", "H", "H", "H", "C", "C", "C", "O", "H", "H", "H", "H", "H", "H", "C", "C", "C", "O", "H", "H", "H", "H", "H", "H", "C", "C", "C", "O", "H", "H", "H", "H", "H", "H", "C", "C", "C", "O", "H", "H", "H", "H", "H", "H", "C", "C", "C", "O", "H", "H", "H", "H", "H", "H", "C", "C", "C", "O", "H", "H", "H", "H", "H", "H", "Br", "C", "C", "Br", "H", "H", "H", "H"],
  "xyz": [[-6.37880, 20.08519, 8.90783], [-5.61871, 21.07330, 9.79858], [-4.39296, 21.67735, 9.18796], [-6.00270, 21.38301, 10.91340], [-6.16725, 19.06469, 9.22708], [-6.24577, 20.22901, 7.83558], [-7.43884, 20.32569, 8.82671], [-4.29211, 21.71533, 8.10330], [-3.59852, 21.03031, 9.55987], [-4.28657, 22.74684, 9.36952], [-7.15737, 15.24263, 4.32313], [-7.29701, 13.99711, 3.47567], [-6.72601, 12.65313, 3.91609], [-8.01859, 14.00101, 2.49798], [-7.36698, 16.11698, 3.70696], [-6.12293, 15.23611, 4.66662], [-7.88266, 15.06007, 5.11604], [-5.68964, 12.77709, 4.23019], [-6.65881, 11.92906, 3.10412], [-7.26186, 12.22196, 4.76169], [-8.96675, 18.63892, 5.40979], [-8.84242, 17.84377, 6.73104], [-10.09761, 17.79603, 7.66446], [-7.84281, 17.12956, 6.91260], [-8.32651, 18.30625, 4.59277], [-8.69165, 19.68688, 5.52889], [-10.00553, 18.50175, 5.10944], [-9.88512, 17.49044, 8.68894], [-10.74398, 17.12240, 7.10185], [-10.67951, 18.70613, 7.51878], [-9.90932, 23.94441, 6.01696], [-8.63875, 23.57813, 5.22478], [-7.81521, 22.45036, 5.67821], [-8.45470, 24.19162, 4.18100], [-10.29941, 23.07880, 6.55235], [-10.68552, 24.32314, 5.35199], [-9.60508, 24.69187, 6.74965], [-7.44980, 21.94879, 4.78210], [-8.35828, 21.67994, 6.22558], [-6.90176, 22.79324, 6.16414], [-5.32650, 22.87219, 2.39624], [-5.10163, 24.34860, 2.19319], [-4.26123, 24.76182, 1.01962], [-5.43018, 25.17295, 3.05641], [-5.66137, 22.53489, 3.37715], [-4.40099, 22.31408, 2.25464], [-6.09906, 22.50113, 1.72276], [-4.81793, 25.50087, 0.44345], [-3.99753, 23.94713, 0.34520], [-3.36938, 25.28195, 1.36916], [-2.07979, 13.84212, 3.07375], [-2.93771, 14.71060, 4.06511], [-3.29949, 14.01506, 5.31391], [-3.35119, 15.81845, 3.79094], [-1.41934, 13.13252, 3.57212], [-1.43988, 14.37862, 2.37319], [-2.77172, 13.15718, 2.58365], [-2.43136, 13.96501, 5.97114], [-3.64248, 12.98878, 5.18276], [-4.05995, 14.62460, 5.80201], [-1.75074, 22.87116, 6.37472], [-0.98902, 21.73629, 7.06348], [-0.90471, 20.44334, 6.25334], [-0.48311, 21.80993, 8.17587], [-2.45605, 22.39516, 5.69350], [-1.09839, 23.59679, 5.88891], [-2.27854, 23.38549, 7.17782], [-0.74884, 20.57000, 5.18201], [-1.82808, 19.90771, 6.47377], [-0.05022, 19.86981, 6.61251], [-5.87205, 19.13712, 4.53264], [-4.48003, 19.81077, 4.60037], [-3.47894, 19.48783, 3.48537], [-4.18375, 20.58047, 5.49902], [-5.82164, 18.20812, 5.10054], [-6.09103, 18.89283, 3.49318], [-6.68800, 19.76517, 4.89024], [-2.60428, 20.04981, 3.81285], [-3.78494, 19.97177, 2.55786], [-3.22168, 18.43437, 3.37512], [-2.57545, 15.76139, 0.34205], [-4.55148, 15.75623, 0.41372], [-5.00882, 17.21276, 0.66786], [-6.99620, 17.42227, 0.49693], [-4.79075, 15.05353, 1.21187], [-4.93661, 15.28510, -0.49061], [-4.50335, 17.91330, 0.00316], [-4.64911, 17.51223, 1.65225]],
  "mulliken_charge": [-0.585, 0.389, -0.551, -0.576, 0.376, -0.058, 0.325, 0.002, 0.292, 0.387, -0.074, 0.532, -0.810, -0.570, -0.019, -0.037, 0.319, -0.060, 0.349, 0.339, -0.590, 1.031, -1.411, -0.524, 0.093, -0.225, 0.528, 0.314, 0.419, 0.379, -1.144, 0.371, -0.168, -0.535, 0.318, 0.349, 0.278, -0.088, 0.246, 0.344, -0.500, 0.632, -1.074, -0.556, -0.137, 0.250, 0.434, 0.333, 0.296, 0.293, -1.183, 0.972, -1.318, -0.379, 0.415, 0.230, 0.315, 0.417, 0.303, 0.272, -0.735, 0.767, -0.787, -0.595, 0.016, 0.414, 0.244, 0.281, 0.079, 0.400, 0.373, 0.562, -1.023, -0.310, 0.395, 0.214, -0.914, 0.187, 0.295, 0.185, -0.185, -0.296, -0.221, -0.171, 0.034, 0.498, 0.464, -0.141]
}

{
  "formula": "C26H52BrN4O8P2S",
  "method": "ωB97M-V/def2-TZVPD",
  "homo_energy_ev": -11.6,
  "lumo_ev": -3.48,
  "homo_lumo_gap_ev": 8.1231,
  "energy_ha": -5497.52926,
  "charge": 1,
  "fmax_ha_per_bohr": 0.111,
  "symbols": ["C", "C", "O", "O", "C", "C", "C", "C", "C", "C", "C", "C", "C", "N", "C", "N", "C", "C", "O", "Br", "P", "S", "N", "C", "C", "C", "O", "C", "C", "C", "N", "H", "H", "H", "H", "H", "H", "H", "H", "H", "H", "H", "H", "H", "H", "H", "H", "H", "H", "H", "H", "H", "H", "H", "H", "H", "H", "H", "H", "H", "H", "H", "H", "H", "H", "H", "H", "H", "O", "P", "O", "C", "C", "O", "C", "C", "O", "C", "C", "H", "H", "H", "H", "H", "H", "H", "H", "H", "H", "H", "H", "H", "H", "H"],
  "xyz": [[-2.82085, 3.06696, -4.74947], [-2.65573, 2.08124, -5.87029], [-2.53729, 2.44768, -7.00784], [-2.66611, 0.77892, -5.51669], [-1.77731, -0.03318, -6.31882], [-1.37409, -1.29654, -5.55138], [0.09042, -1.66729, -5.83119], [0.77820, -2.36029, -4.65079], [2.28128, -2.55846, -4.88711], [3.09359, -2.57238, -3.55020], [4.33205, -1.69314, -3.68808], [5.15618, -1.46722, -2.41166], [4.60467, -0.58813, -1.29069], [3.20723, -0.85938, -0.78692], [2.54349, 0.32631, -0.68487], [1.58695, 0.55566, 0.17668], [1.09824, -0.48928, 1.07233], [1.72897, -0.37094, 2.45607], [2.84148, 0.00192, 2.59236], [0.63231, -0.91234, 3.92434], [0.82220, 2.14771, 0.34880], [1.15909, 2.93177, 2.06855], [3.06159, 1.26859, -1.57868], [2.53835, 1.13744, -2.95549], [1.23230, 1.88289, -3.23566], [-0.04433, 1.16846, -2.74785], [1.27431, 3.24255, -2.80940], [4.49773, 0.96689, -1.38772], [5.51509, 1.86341, -2.07166], [5.84229, 1.62138, -3.52636], [6.24502, 2.61546, -4.20549], [-2.79609, 4.08182, -5.12398], [-2.05614, 2.87569, -3.99672], [-3.77945, 2.90508, -4.25228], [-0.90665, 0.57271, -6.57243], [-2.27328, -0.29444, -7.25203], [-1.53738, -1.10958, -4.48812], [-2.05724, -2.08965, -5.85126], [0.64931, -0.75122, -6.04165], [0.10725, -2.32285, -6.70276], [0.27887, -3.31218, -4.45231], [0.59497, -1.73934, -3.76701], [2.60739, -1.68922, -5.46093], [2.47182, -3.50213, -5.39159], [3.36647, -3.60166, -3.31597], [2.40397, -2.24632, -2.77244], [4.99860, -2.21921, -4.37846], [4.11929, -0.74446, -4.18088], [5.34000, -2.45467, -1.97930], [6.13502, -1.06847, -2.67853], [5.33332, -0.70811, -0.48641], [3.37878, -1.24635, 0.14081], [1.29546, -1.49217, 0.69632], [0.01669, -0.37003, 1.13365], [-0.53965, 1.82466, 0.25303], [1.28246, 2.97841, -0.67650], [2.33035, 0.08401, -3.17830], [3.26710, 1.45661, -3.69612], [1.15176, 1.91062, -4.32686], [-0.59269, 1.77265, -2.03164], [-0.68986, 0.92772, -3.58641], [0.24461, 0.20447, -2.32206], [1.40328, 3.80154, -3.58030], [4.62817, 1.23656, -0.33168], [5.14291, 2.88675, -2.01283], [6.44414, 1.84613, -1.49952], [5.76231, 0.65476, -4.02330], [6.44152, 2.30595, -5.15685], [-5.20014, -1.39485, 5.68196], [-5.03668, -0.58428, 6.90709], [-3.49387, -0.78865, 7.39367], [-2.44967, -0.57767, 6.44726], [-2.11660, 0.89458, 6.26800], [-5.83540, -1.46323, 8.02249], [-6.78177, -2.46796, 7.64642], [-6.15302, -3.84696, 7.68432], [-5.36753, 0.80868, 7.60122], [-5.14183, 1.03807, 9.00761], [-3.83899, 1.76177, 9.27368], [-2.71960, -1.02442, 5.48639], [-1.57527, -1.11443, 6.81915], [-3.01215, 1.48481, 6.06458], [-1.41369, 1.02862, 5.44366], [-1.66040, 1.29906, 7.17126], [-7.20059, -2.25724, 6.66401], [-7.60199, -2.41568, 8.36351], [-5.18286, -3.85430, 7.18850], [-6.80060, -4.58142, 7.20425], [-5.98455, -4.15802, 8.71651], [-5.19313, 0.11661, 9.58030], [-5.97243, 1.66374, 9.33275], [-2.98904, 1.08386, 9.21690], [-3.85105, 2.18336, 10.27952], [-3.68187, 2.56523, 8.55378]],
  "mulliken_charge": [-0.710, 0.764, -0.536, -0.357, -0.826, -0.745, -0.825, -0.284, -1.085, -0.563, -0.687, -1.464, -0.247, -0.088, -0.394, 0.561, -1.222, 0.597, -0.396, -0.096, 0.315, -0.304, 0.429, 0.105, -0.501, -0.565, -0.554, -0.066, -1.125, -0.144, -0.658, 0.324, -0.034, 0.317, 0.333, 0.517, 0.451, 0.504, 0.423, 0.312, 0.463, -0.079, 0.429, 0.520, 0.686, 0.123, 0.398, 0.263, 0.522, 0.501, 0.449, 0.418, 0.477, 0.600, 0.113, 0.099, -0.242, 0.613, 0.713, 0.360, -0.501, 0.130, 0.404, 0.456, 0.372, 0.598, 0.361, 0.277, -0.786, 1.017, -0.311, -0.358, -0.785, -0.368, -0.344, -1.039, -0.321, -0.097, -1.055, 0.377, 0.250, 0.242, 0.247, 0.215, 0.335, 0.343, 0.271, 0.353, 0.296, 0.246, 0.401, 0.184, 0.429, 0.257]
}

{
  "formula": "C26H52N2O9P",
  "method": "ωB97M-V/def2-TZVPD",
  "homo_energy_ev": -4.5,
  "lumo_ev": 2.38,
  "homo_lumo_gap_ev": 6.8504,
  "energy_ha": -2149.25416,
  "charge": -1,
  "fmax_ha_per_bohr": 0.092,
  "symbols": ["N", "C", "C", "P", "C", "C", "C", "N", "C", "C", "C", "C", "C", "C", "C", "O", "O", "C", "C", "O", "H", "H", "H", "H", "H", "H", "H", "H", "H", "H", "H", "H", "H", "H", "H", "H", "H", "H", "H", "H", "H", "H", "H", "H", "C", "O", "C", "C", "O", "C", "C", "O", "C", "H", "H", "H", "H", "H", "H", "H", "H", "H", "H", "H", "H", "H", "H", "C", "O", "C", "C", "O", "C", "C", "O", "C", "H", "H", "H", "H", "H", "H", "H", "H", "H", "H", "H", "H", "H", "H"],
  "xyz": [[0.14426, -0.32913, 2.07672], [0.77340, -1.37116, 1.43914], [0.31181, -2.94598, 1.44876], [-0.60603, -3.48557, -0.18037], [-0.60178, -5.36193, 0.20450], [-2.08064, -6.06960, 0.20319], [-3.04303, -5.67009, -1.06247], [-4.17027, -4.81802, -0.52247], [-4.54791, -3.68211, -1.44812], [-4.70256, -2.33530, -0.46856], [-5.70044, -2.38437, 0.86432], [-5.84253, -1.08321, 1.88781], [-4.95532, 0.28061, 1.55176], [-4.00662, 0.30215, 0.18958], [-3.85111, -0.97777, -0.83859], [-3.01560, -1.01465, -2.04987], [0.88719, -3.88134, -1.05783], [0.72750, -3.20583, -2.36275], [0.22134, -1.67925, -1.90371], [-0.46411, -1.75841, -0.57128], [0.71800, 0.53856, 1.85427], [1.73675, -1.08810, 0.79400], [1.27077, -3.61593, 1.49513], [-0.39941, -3.08903, 2.38424], [-1.19104, -3.54904, -1.49977], [-1.94490, -3.21551, 0.35023], [0.20350, -5.92612, -0.47174], [-0.18559, -5.46618, 1.31836], [-2.55987, -5.90586, 1.26275], [-1.89036, -7.24497, 0.11771], [-2.48749, -5.23060, -1.99388], [-3.54463, -6.68670, -1.43308], [-3.80931, -4.36962, 0.34805], [-3.81641, -3.50965, -2.34584], [-5.62742, -3.86550, -1.89619], [-6.29289, -3.39679, 1.05806], [-6.55411, -1.19494, 2.81380], [-5.03379, 1.19202, 2.30002], [-3.37375, 1.25769, -0.05227], [-3.13877, -0.17648, -2.59643], [0.13161, -3.73119, -3.22306], [1.83767, -3.24666, -2.79931], [-0.31987, -1.01805, -2.70860], [1.28279, -1.14791, -1.78239], [2.90748, -0.14804, 4.00867], [3.93565, 0.44074, 3.23085], [3.62212, 1.74008, 2.73253], [4.72228, 2.76480, 3.04416], [4.96581, 3.05710, 4.42350], [5.42669, 1.98795, 5.25439], [6.80596, 1.39217, 4.92873], [6.85949, 0.80869, 3.63104], [7.91185, 1.30405, 2.81648], [2.29456, -0.79074, 3.37281], [3.37652, -0.76350, 4.77847], [2.27931, 0.59572, 4.50496], [2.66323, 2.10881, 3.12191], [3.52659, 1.65153, 1.64766], [4.41361, 3.71640, 2.59510], [5.65506, 2.50911, 2.54478], [4.66352, 1.21111, 5.32354], [5.48946, 2.40951, 6.26292], [7.01334, 0.59172, 5.64736], [7.57806, 2.16342, 5.06124], [8.17704, 2.33917, 3.05537], [7.57848, 1.27579, 1.77513], [8.78938, 0.65649, 2.91912], [-2.91748, 5.75673, -1.77522], [-2.65382, 5.08851, -2.99701], [-1.82584, 5.82106, -3.89852], [-0.64087, 4.98855, -4.40873], [0.32335, 4.56851, -3.43860], [-0.12276, 3.69264, -2.39951], [-0.60604, 2.29528, -2.82048], [-1.73951, 2.34247, -3.68090], [-1.57090, 1.63403, -4.89994], [-3.86712, 6.29095, -1.85164], [-3.00272, 5.00361, -0.98978], [-2.11996, 6.44955, -1.49588], [-1.44861, 6.74918, -3.44759], [-2.44959, 6.09761, -4.75197], [-0.08675, 5.61604, -5.11703], [-0.97874, 4.13592, -4.99498], [-0.86087, 4.19782, -1.77448], [0.74504, 3.54892, -1.74755], [-0.91133, 1.75110, -1.92002], [0.22786, 1.74128, -3.27458], [-0.52735, 1.60791, -5.23035], [-2.15402, 2.14288, -5.67285], [-1.95645, 0.61497, -4.78686]],
  "mulliken_charge": [-0.754, 0.168, -1.079, 1.540, -0.655, -0.658, -0.383, -0.431, -0.508, -0.080, -0.253, -0.389, -0.421, -0.256, 0.569, -0.432, -0.601, -0.514, 0.340, -0.577, 0.253, 0.106, 0.277, 0.260, -0.305, -0.212, 0.253, 0.197, 0.328, 0.291, 0.178, 0.283, 0.323, 0.152, 0.352, 0.283, 0.255, 0.250, 0.183, 0.262, 0.152, 0.279, -0.346, 0.198, -0.585, -0.286, -0.429, -0.352, -0.480, -0.250, -0.461, -0.257, -0.853, 0.114, 0.237, 0.415, 0.373, 0.344, 0.426, 0.070, 0.027, 0.430, 0.368, 0.337, 0.413, 0.245, 0.258, -0.806, -0.247, -0.472, -0.296, -0.484, -0.385, -0.178, -0.182, -0.979, 0.259, 0.203, 0.407, 0.344, 0.385, 0.442, 0.021, 0.097, 0.432, 0.180, 0.349, 0.452, 0.249, 0.227]
}